Record 1
Entry from the OMol25 dataset: a 7-piece molecular cluster, C30H74O3 overall at a distorted geometry (ωB97M-V with the def2-TZVPD basis set).

Geometry as XYZ:
```
107
Properties=species:S:1:pos:R:3
C -21.67 -84.35 -27.35
C -22.89 -83.63 -26.92
C -24.14 -84.04 -27.78
C -25.43 -83.17 -27.62
C -26.73 -83.53 -28.38
C -27.84 -82.54 -28.39
H -20.75 -84.19 -27.00
H -21.58 -84.15 -28.53
H -21.65 -85.39 -27.13
H -22.83 -82.53 -27.03
H -23.23 -83.94 -26.00
H -24.22 -85.04 -27.59
H -23.79 -83.83 -28.81
H -25.10 -82.07 -27.74
H -25.49 -83.10 -26.60
H -27.14 -84.34 -27.93
H -26.36 -83.88 -29.39
H -27.38 -81.63 -29.06
H -28.00 -82.30 -27.23
H -28.77 -82.95 -28.50
C -22.06 -88.65 -24.97
C -23.43 -88.95 -24.09
C -23.17 -90.39 -23.27
C -22.04 -90.21 -22.22
C -21.70 -91.55 -21.45
C -21.36 -92.75 -22.19
H -22.26 -87.70 -25.42
H -22.04 -89.37 -25.70
H -21.19 -88.38 -24.51
H -24.34 -89.02 -24.85
H -23.48 -88.12 -23.28
H -22.54 -90.89 -24.04
H -24.00 -90.97 -23.21
H -22.40 -89.62 -21.33
H -21.02 -89.75 -22.70
H -22.67 -91.76 -21.01
H -20.93 -91.44 -20.68
H -21.25 -93.78 -21.52
H -20.39 -92.64 -22.73
H -21.99 -92.89 -22.94
C -30.98 -94.13 -23.38
C -30.74 -93.26 -22.16
C -30.59 -91.80 -22.57
C -29.30 -91.50 -23.39
C -29.15 -90.02 -23.91
C -27.92 -89.77 -24.82
H -31.38 -95.04 -23.14
H -30.12 -94.29 -23.84
H -31.60 -93.65 -24.27
H -29.98 -93.64 -21.48
H -31.54 -93.36 -21.24
H -30.48 -91.05 -21.72
H -31.28 -91.38 -23.11
H -29.21 -92.11 -24.35
H -28.41 -91.79 -22.79
H -29.11 -89.37 -23.05
H -30.03 -89.89 -24.53
H -28.32 -90.22 -25.73
H -27.00 -90.10 -24.57
H -27.91 -88.77 -25.23
C -21.76 -87.37 -28.30
C -21.58 -87.32 -29.85
C -21.08 -85.93 -30.22
C -21.14 -85.62 -31.66
C -20.51 -84.22 -31.95
C -20.19 -84.08 -33.42
H -21.91 -88.34 -28.01
H -22.72 -86.66 -28.22
H -20.80 -87.13 -27.76
H -22.53 -87.62 -30.41
H -20.89 -88.18 -30.24
H -20.08 -85.89 -29.99
H -21.69 -85.19 -29.79
H -22.23 -85.61 -31.93
H -20.42 -86.52 -31.95
H -19.54 -84.15 -31.28
H -21.21 -83.59 -31.54
H -19.29 -84.44 -33.71
H -19.94 -83.11 -33.66
H -21.01 -84.25 -34.23
C -23.21 -97.26 -19.13
C -22.57 -96.48 -20.25
O -23.29 -96.86 -21.42
H -22.74 -97.16 -18.23
H -23.18 -98.43 -19.44
H -24.25 -96.95 -18.91
H -21.41 -96.82 -20.25
H -22.85 -95.30 -20.20
H -22.77 -96.63 -22.24
C -20.71 -98.39 -23.15
C -21.12 -97.24 -24.14
O -21.85 -96.20 -23.65
H -21.53 -98.95 -22.66
H -20.11 -97.95 -22.50
H -20.33 -99.06 -23.81
H -21.67 -98.03 -24.89
H -20.18 -96.70 -24.33
H -22.28 -95.60 -24.18
C -24.79 -92.53 -25.14
C -25.81 -93.30 -26.12
O -25.36 -94.54 -26.23
H -24.46 -93.20 -24.36
H -25.00 -91.61 -24.77
H -23.84 -92.35 -25.69
H -25.94 -92.83 -26.91
H -26.74 -93.24 -25.59
H -25.85 -95.00 -27.10
```

HOMO (eV): -9.3615
SMILES: CCCCCC.CCCCCC.CCCCCC.CCCCCC.CCO.CCO.CCO
E_tot (Eh): -1412.58633
Total charge: 0

Record 2
Entry from the OMol25 dataset: C30H75AsF6MnN5O10 as an isolated structure at a distorted geometry (ωB97M-V with the def2-TZVPD basis set).

Geometry as XYZ:
```
128
Properties=species:S:1:pos:R:3
Mn 1.34 -8.08 27.61
As 3.42 -4.45 28.12
F 2.61 -6.07 27.97
F 3.08 -4.56 29.90
F 4.20 -2.84 28.36
F 3.67 -4.40 26.38
F 1.82 -3.62 27.91
F 5.03 -5.10 28.43
C -2.24 -0.89 30.34
O -1.68 -2.14 30.78
C -0.70 -2.79 29.95
C -0.08 -3.92 30.83
N -1.12 -4.80 31.31
C -0.74 -5.55 32.46
C -1.93 -6.24 33.07
O -2.75 -5.26 33.72
C -3.59 -5.91 34.69
H -2.69 -0.96 29.35
H -1.51 -0.08 30.36
H -3.07 -0.65 31.00
H 0.18 -2.15 29.85
H -1.14 -3.04 28.99
H 0.46 -3.46 31.66
H 0.56 -4.60 30.27
H -1.87 -4.18 31.61
H -0.31 -4.90 33.21
H 0.00 -6.34 32.29
H -1.44 -6.96 33.73
H -2.53 -6.88 32.42
H -4.33 -6.54 34.20
H -4.06 -5.18 35.34
H -3.12 -6.68 35.30
C -2.89 -10.64 29.87
O -2.44 -10.16 28.63
C -3.54 -9.50 27.90
C -3.36 -9.61 26.36
N -2.64 -8.47 25.81
C -2.67 -8.48 24.32
C -3.83 -7.59 23.86
O -3.62 -6.19 24.29
C -4.56 -5.32 23.61
H -3.70 -11.33 29.66
H -3.10 -9.81 30.55
H -2.10 -11.15 30.42
H -3.59 -8.44 28.14
H -4.49 -9.96 28.16
H -4.39 -9.71 26.02
H -2.77 -10.51 26.17
H -3.14 -7.65 26.13
H -2.72 -9.51 23.95
H -1.71 -8.02 24.07
H -4.82 -7.99 24.10
H -3.74 -7.51 22.77
H -5.55 -5.42 24.03
H -4.53 -5.57 22.55
H -4.26 -4.28 23.73
C -0.18 -5.47 26.39
O 0.03 -6.44 27.42
C -1.10 -6.48 28.33
C -0.65 -7.34 29.48
N -0.20 -8.62 28.95
C 0.41 -9.42 30.03
C 1.79 -8.80 30.49
O 2.52 -8.19 29.40
C 3.84 -7.84 29.90
H 0.78 -5.28 25.92
H -0.41 -4.49 26.81
H -0.92 -5.65 25.61
H -2.07 -6.87 28.03
H -1.28 -5.48 28.74
H -1.46 -7.50 30.18
H 0.19 -6.94 30.05
H -1.04 -9.12 28.68
H 0.57 -10.40 29.58
H -0.28 -9.59 30.86
H 2.35 -9.60 30.98
H 1.53 -8.07 31.26
H 4.60 -7.64 29.14
H 4.17 -8.65 30.56
H 3.71 -6.91 30.45
C 4.23 -5.95 21.88
O 2.93 -5.40 21.93
C 2.63 -4.82 23.18
C 1.17 -4.32 22.94
N 0.27 -5.50 22.99
C -1.16 -5.25 22.77
C -1.59 -4.60 21.48
O -1.59 -5.54 20.36
C -2.44 -5.07 19.41
H 5.07 -5.35 22.22
H 4.41 -6.47 20.94
H 4.22 -6.82 22.54
H 3.32 -3.99 23.36
H 2.67 -5.48 24.05
H 1.11 -3.80 21.98
H 0.90 -3.62 23.73
H 0.57 -6.18 22.32
H -1.55 -4.62 23.57
H -1.75 -6.15 22.97
H -0.96 -3.74 21.28
H -2.55 -4.16 21.75
H -3.43 -4.95 19.85
H -2.45 -5.71 18.54
H -2.04 -4.13 19.03
C 4.09 -7.51 25.85
O 2.70 -7.81 25.94
C 2.25 -8.62 24.79
C 0.70 -8.77 24.85
N 0.17 -9.10 26.17
C 0.12 -10.57 26.47
C 1.51 -11.07 26.86
O 2.27 -10.11 27.54
C 3.67 -10.57 27.71
H 4.70 -8.27 25.37
H 4.54 -7.27 26.81
H 4.28 -6.62 25.24
H 2.70 -9.61 24.81
H 2.61 -8.15 23.87
H 0.34 -9.51 24.13
H 0.45 -7.77 24.48
H -0.83 -8.95 26.07
H -0.28 -11.19 25.66
H -0.59 -10.87 27.24
H 1.96 -11.40 25.92
H 1.47 -11.98 27.46
H 4.13 -10.71 26.73
H 3.78 -11.45 28.35
H 4.23 -9.83 28.29
```

HOMO (alpha / beta) (eV): -10.6677 / -10.6758
E_tot (Eh): -6199.89846
Total charge: +1
⟨S²⟩: 8.752
Spin multiplicity: 6

Record 3
Entry from the OMol25 dataset: C30H76Cl5N4O14 as an isolated structure at a distorted geometry (ωB97M-V with the def2-TZVPD basis set).

Geometry as XYZ:
```
129
Properties=species:S:1:pos:R:3
Cl 1.02 -5.18 -54.32
O 0.98 -4.93 -52.90
O 0.53 -4.04 -55.00
O 2.39 -5.41 -54.69
O 0.20 -6.35 -54.53
Cl -1.52 -8.55 -57.20
C -1.78 -6.93 -56.53
C -1.99 -7.03 -55.00
Cl -3.66 -7.47 -54.64
H -2.64 -6.53 -57.06
H -0.90 -6.30 -56.68
H -1.84 -6.05 -54.54
H -1.42 -7.70 -54.35
Cl 0.03 -1.95 -50.92
C 1.39 -2.77 -51.64
C 2.44 -1.66 -51.89
Cl 3.09 -1.05 -50.29
H 1.17 -3.31 -52.57
H 1.79 -3.45 -50.88
H 1.97 -0.79 -52.35
H 3.26 -1.95 -52.55
C 0.53 -6.69 -50.90
O 1.81 -7.02 -50.52
H 0.24 -5.71 -50.53
H 0.40 -6.60 -51.98
H -0.18 -7.41 -50.50
H 2.32 -6.21 -50.54
C 2.87 -2.37 -55.31
O 2.30 -2.61 -54.03
H 2.08 -2.28 -56.05
H 3.43 -1.43 -55.24
H 3.57 -3.17 -55.57
H 1.58 -3.25 -54.06
C 1.50 -6.78 -61.52
O 0.62 -6.78 -60.40
C 1.16 -7.59 -59.30
C 0.31 -7.26 -58.07
N 0.59 -5.84 -57.75
C 1.70 -5.74 -56.87
C 2.20 -4.28 -56.83
O 2.81 -3.70 -58.02
C 3.28 -2.38 -57.89
H 2.46 -6.31 -61.32
H 1.08 -6.18 -62.32
H 1.64 -7.77 -61.97
H 2.23 -7.48 -59.10
H 1.10 -8.67 -59.47
H 0.47 -7.95 -57.24
H -0.72 -7.42 -58.40
H 0.83 -5.39 -58.62
H 2.54 -6.29 -57.31
H 1.54 -6.10 -55.86
H 2.96 -4.21 -56.05
H 1.43 -3.63 -56.42
H 4.07 -2.45 -57.14
H 2.57 -1.59 -57.65
H 3.79 -2.06 -58.80
C -4.96 -4.14 -47.10
O -4.88 -4.49 -48.51
C -5.70 -5.51 -48.92
C -5.61 -5.56 -50.39
N -4.24 -5.81 -50.81
C -4.32 -5.79 -52.29
C -2.85 -5.93 -52.82
O -2.13 -4.71 -52.50
C -0.81 -4.65 -53.07
H -5.94 -3.71 -46.91
H -4.08 -3.50 -46.96
H -4.77 -4.95 -46.40
H -6.74 -5.35 -48.63
H -5.40 -6.51 -48.63
H -5.92 -4.55 -50.66
H -6.35 -6.32 -50.65
H -3.60 -5.11 -50.45
H -4.66 -4.79 -52.53
H -5.01 -6.54 -52.69
H -2.87 -5.98 -53.91
H -2.29 -6.82 -52.50
H -0.28 -5.60 -53.09
H -0.18 -3.95 -52.51
H -0.88 -4.33 -54.11
C 2.47 -6.68 -53.37
O 2.75 -7.92 -52.71
C 4.00 -8.33 -53.21
C 4.28 -9.75 -52.64
N 4.12 -9.68 -51.21
C 4.13 -11.04 -50.67
C 3.90 -11.04 -49.18
O 2.80 -10.16 -48.83
C 2.63 -10.12 -47.42
H 2.48 -6.82 -54.46
H 3.09 -5.83 -53.11
H 1.42 -6.43 -53.23
H 4.76 -7.61 -52.91
H 4.01 -8.42 -54.30
H 5.28 -10.01 -52.99
H 3.54 -10.40 -53.11
H 5.06 -9.41 -50.97
H 5.09 -11.54 -50.78
H 3.47 -11.78 -51.12
H 4.82 -10.65 -48.73
H 3.64 -12.02 -48.77
H 2.36 -11.09 -47.01
H 1.84 -9.47 -47.06
H 3.54 -9.88 -46.87
C -0.39 -4.22 -56.66
O -1.66 -3.87 -57.15
C -1.70 -2.44 -57.36
C -3.12 -2.00 -57.82
N -4.11 -2.25 -56.78
C -5.50 -2.13 -57.12
C -5.87 -0.75 -57.52
O -5.51 -0.42 -58.90
C -5.47 0.94 -59.21
H -0.29 -3.93 -55.62
H 0.37 -3.75 -57.28
H -0.34 -5.31 -56.66
H -0.98 -2.18 -58.13
H -1.56 -1.82 -56.47
H -3.41 -2.55 -58.71
H -3.04 -0.94 -58.07
H -3.94 -3.14 -56.33
H -6.12 -2.29 -56.24
H -5.95 -2.82 -57.83
H -5.43 -0.04 -56.81
H -6.95 -0.67 -57.40
H -4.82 1.37 -58.44
H -6.48 1.33 -59.26
H -4.92 1.15 -60.13
```

HOMO (eV): -4.0887
E_tot (Eh): -4760.27717
Total charge: -1